No. 1
DFT (ωB97M-V/def2-TZVPD) results for 2 unconnected molecules or ions with the total composition C4H9N2O at a distorted geometry.

```
16
Properties=species:S:1:pos:R:3:mulliken_charge:R:1
C -2.14 -0.61 0.31 0.45
C 1.15 -0.81 -0.17 -1.04
C 2.44 1.34 0.26 -1.01
C 1.67 0.33 -0.63 0.16
N -2.87 0.19 -0.22 0.06
N -1.38 -1.59 0.53 -0.21
O -4.02 0.96 -0.06 -0.23
H 1.28 -1.07 0.92 0.34
H 0.77 -1.58 -0.85 0.36
H -4.27 1.33 -0.88 0.39
H 2.59 0.98 1.31 0.30
H 1.89 2.31 0.33 0.29
H 3.33 1.39 -0.28 0.33
H 1.63 0.67 -1.72 0.32
H -1.65 -2.57 0.48 0.29
H -0.42 -1.25 0.68 0.23
```

Properties
Highest occupied orbital energy: -13.7 eV
Charge: +1
Spin multiplicity: 1
Total energy: -342.13202 a.u.

No. 2
DFT (ωB97M-V/def2-TZVPD) results for C4H5NO2 in the gas phase at a distorted geometry.

```
12
Properties=species:S:1:pos:R:3:mulliken_charge:R:1
O -1.88 -0.20 1.28 -0.46
C -1.69 -0.23 0.09 -0.03
C -0.44 0.29 -0.56 0.22
C 0.53 1.05 0.33 -0.48
N 1.62 0.07 0.49 -0.51
C 1.35 -1.05 -0.03 0.08
O 0.22 -1.28 -0.71 -0.45
H -2.34 -0.76 -0.62 0.34
H -0.52 0.65 -1.58 0.36
H 0.93 1.98 -0.09 0.28
H 0.10 1.29 1.32 0.24
H 2.12 -1.82 0.10 0.39
```

Properties
SMILES string: O=C[C@H]1CN=CO1
Highest occupied orbital energy: -9.9 eV
Spin multiplicity: 1
Total energy: -360.59289 a.u.

No. 3
DFT (ωB97M-V/def2-TZVPD) results for 13 unconnected molecules or ions with the total composition C34H101N7O13 at a distorted geometry.

```
155
Properties=species:S:1:pos:R:3:mulliken_charge:R:1
C 17.76 11.86 34.79 -0.57
C 19.12 11.42 34.25 0.36
C 19.17 11.54 32.75 1.17
O 20.40 11.07 32.27 -0.50
C 20.36 10.57 30.97 -0.40
N 20.18 12.24 34.88 -0.73
H 17.54 11.35 35.73 0.39
H 17.00 11.54 34.08 0.02
H 17.79 12.94 34.90 -0.11
H 19.31 10.37 34.52 0.25
H 19.03 12.60 32.48 -0.12
H 18.32 11.02 32.27 -0.60
H 21.32 10.23 30.58 0.36
H 19.85 11.27 30.30 0.19
H 19.72 9.66 30.95 0.00
H 19.80 13.16 35.08 0.21
H 20.97 12.33 34.25 0.31
C 14.38 15.75 32.78 -1.59
C 14.49 15.18 34.20 1.11
C 14.60 13.68 34.18 -0.42
O 13.35 13.18 33.71 -0.49
C 13.07 11.87 34.01 -0.38
N 15.76 15.78 34.70 0.88
H 15.24 15.45 32.19 0.18
H 14.29 16.84 32.81 0.37
H 13.57 15.29 32.21 0.36
H 13.70 15.52 34.88 -0.17
H 14.84 13.34 35.21 0.37
H 15.44 13.33 33.56 -0.07
H 13.74 11.14 33.55 0.02
H 12.09 11.63 33.59 0.14
H 12.98 11.69 35.09 0.23
H 15.80 16.77 34.49 -0.47
H 15.91 15.73 35.70 -0.22
C 14.70 17.70 29.32 -0.07
C 15.86 18.67 29.15 0.38
C 17.21 18.25 29.76 -0.06
O 18.14 19.25 29.39 -0.43
C 19.21 19.36 30.30 -0.63
N 16.01 19.10 27.77 -0.74
H 13.80 18.23 29.01 0.38
H 14.60 17.30 30.33 -0.11
H 14.92 16.85 28.67 -0.44
H 15.61 19.58 29.72 0.14
H 17.55 17.29 29.35 0.11
H 17.18 18.15 30.86 0.09
H 19.52 18.35 30.61 0.22
H 18.91 19.81 31.26 0.24
H 20.04 19.87 29.83 0.31
H 16.18 18.35 27.12 0.24
H 16.81 19.73 27.75 0.37
C 12.23 18.14 35.48 -0.95
C 12.88 19.35 36.10 0.87
C 14.03 19.86 35.26 -1.13
O 15.15 19.01 35.39 -0.04
C 16.07 19.36 34.34 -0.89
N 11.81 20.34 36.25 -0.79
H 11.52 17.67 36.16 0.28
H 12.95 17.37 35.17 -0.01
H 11.67 18.44 34.59 0.40
H 13.26 19.12 37.10 0.19
H 14.36 20.86 35.58 0.34
H 13.67 19.91 34.22 0.37
H 16.82 18.58 34.25 0.00
H 16.51 20.32 34.61 0.43
H 15.55 19.24 33.38 0.42
H 11.59 20.71 35.32 0.30
H 12.21 21.18 36.70 0.32
C 12.41 14.90 29.52 -1.09
C 12.04 14.78 28.04 0.30
C 11.12 15.94 27.74 -0.53
O 10.52 15.77 26.46 -0.33
C 9.61 16.79 26.14 -0.72
N 13.24 14.85 27.18 -0.66
H 12.76 15.92 29.70 0.08
H 13.18 14.22 29.89 0.26
H 11.52 14.77 30.13 0.50
H 11.52 13.83 27.93 0.34
H 11.71 16.87 27.71 0.18
H 10.30 16.05 28.47 0.41
H 8.67 16.72 26.71 0.27
H 9.34 16.74 25.09 0.26
H 10.05 17.78 26.35 0.30
H 12.88 14.89 26.23 0.34
H 13.69 15.75 27.37 0.16
C 16.45 8.04 33.19 -1.33
C 16.71 8.05 31.68 0.38
C 16.73 9.45 31.09 0.37
O 16.80 9.31 29.68 -0.47
C 16.40 10.47 29.00 -0.68
N 18.01 7.35 31.49 -0.75
H 16.41 7.00 33.51 0.39
H 15.53 8.55 33.46 0.26
H 17.31 8.44 33.73 0.18
H 15.93 7.44 31.23 0.38
H 17.64 9.98 31.43 -0.83
H 15.83 10.00 31.40 0.46
H 15.41 10.82 29.32 0.31
H 16.29 10.20 27.96 0.36
H 17.11 11.29 29.18 0.19
H 18.47 7.70 30.65 0.30
H 18.62 7.52 32.28 0.29
C 11.04 17.06 41.00 -1.67
C 12.24 16.53 40.21 0.35
C 12.00 15.21 39.52 -0.72
O 13.26 14.72 39.12 -0.16
C 13.14 13.52 38.41 -0.87
N 12.61 17.56 39.21 -0.41
H 11.23 18.09 41.32 0.40
H 10.75 16.49 41.87 0.42
H 10.22 17.19 40.29 0.34
H 13.09 16.40 40.89 0.31
H 11.22 15.17 38.75 0.36
H 11.59 14.50 40.28 0.45
H 14.12 13.24 38.03 0.25
H 12.50 13.64 37.52 0.36
H 12.70 12.75 39.05 0.37
H 13.35 17.09 38.69 -0.07
H 11.89 17.75 38.51 0.25
C 11.87 9.07 36.45 -0.59
O 10.90 8.04 36.41 -0.52
H 12.43 9.10 37.39 0.37
H 12.60 9.08 35.64 0.18
H 11.36 10.05 36.35 0.28
H 10.28 8.20 37.13 0.31
C 18.49 15.52 32.22 0.43
O 18.17 16.53 33.15 -0.18
H 19.59 15.53 32.16 0.54
H 18.07 14.55 32.52 -0.57
H 18.16 15.69 31.19 -0.17
H 18.19 16.27 34.08 0.01
C 10.55 9.40 33.17 -0.39
O 9.46 8.60 32.70 -0.58
H 11.49 8.90 32.95 0.26
H 10.53 10.33 32.59 0.23
H 10.40 9.72 34.20 0.20
H 9.38 7.85 33.30 0.30
C 19.98 16.42 36.48 -0.80
O 18.81 15.90 35.91 -0.29
H 20.44 17.06 35.73 0.30
H 19.78 16.95 37.42 0.26
H 20.71 15.66 36.78 0.28
H 18.16 15.61 36.56 0.18
C 15.94 16.87 38.28 -0.24
O 16.49 15.76 37.58 -0.66
H 15.48 17.50 37.52 -0.15
H 15.22 16.58 39.03 0.26
H 16.70 17.56 38.66 0.36
H 17.05 15.22 38.15 0.29
C 16.37 14.27 29.38 -0.32
O 17.72 14.02 28.97 -0.58
H 15.96 14.98 28.66 0.33
H 15.76 13.38 29.12 0.31
H 16.17 14.49 30.42 0.03
H 17.70 13.78 28.04 0.32
```

Properties
Highest occupied orbital energy: -8.8 eV
Spin multiplicity: 1
Total energy: -2717.13073 a.u.

No. 4
DFT (ωB97M-V/def2-TZVPD) results for C3H5FO in the gas phase at a distorted geometry.

```
10
Properties=species:S:1:pos:R:3:mulliken_charge:R:1
F 1.17 1.42 -0.65 -0.31
C 0.71 0.39 0.13 0.24
C 0.22 -0.88 -0.60 -0.35
O -1.02 -0.80 0.09 -0.37
C -0.77 0.49 0.58 -0.36
H 1.38 0.18 0.97 0.27
H 0.09 -0.66 -1.63 0.22
H 0.61 -1.95 -0.56 0.22
H -1.06 0.55 1.64 0.23
H -1.32 1.26 0.03 0.23
```

Properties
SMILES string: FC1COC1
Highest occupied orbital energy: -9.9 eV
Spin multiplicity: 1
Total energy: -292.35439 a.u.

No. 5
DFT (ωB97M-V/def2-TZVPD) results for 9 unconnected molecules or ions with the total composition H16IO8 at a distorted geometry.

```
25
Properties=species:S:1:pos:R:3:mulliken_charge:R:1
I 0.14 -0.05 0.00 -0.60
O 3.49 -0.15 1.09 -0.68
H 2.57 -0.47 0.88 0.24
H 4.04 0.34 0.40 0.32
O -0.66 -0.69 3.78 -0.60
H -0.69 -0.31 2.86 0.30
H 0.00 -0.06 4.04 0.30
O -2.61 2.06 0.86 -0.62
H -2.04 1.50 0.46 0.18
H -1.98 2.40 1.61 0.37
O 2.08 0.26 -3.04 -0.64
H 1.46 -0.30 -2.47 0.29
H 2.57 -0.43 -3.71 0.30
O 0.28 3.45 -0.58 -0.62
H -0.06 2.70 -0.13 0.26
H 1.11 3.72 -0.14 0.30
O -2.93 0.40 -2.27 -0.62
H -3.17 1.29 -2.43 0.30
H -2.09 0.26 -1.83 0.32
O 1.48 -3.27 -1.23 -0.59
H 2.31 -2.93 -1.11 0.34
H 1.20 -2.48 -0.90 0.18
O -2.45 -2.39 1.22 -0.58
H -1.72 -1.78 0.95 0.31
H -2.33 -3.09 1.69 0.24
```

Properties
Highest occupied orbital energy: -5.9 eV
Charge: -1
Spin multiplicity: 1
Total energy: -909.24988 a.u.

No. 6
DFT (ωB97M-V/def2-TZVPD) results for a molecular structure, C52H49F4IN4P2PbSi at a distorted geometry.

```
114
Properties=species:S:1:pos:R:3:mulliken_charge:R:1
Pb -0.54 -0.10 -0.42 1.20
C -1.62 -0.01 3.49 -1.76
Si -0.18 -0.03 2.23 1.73
C 0.67 1.63 2.75 1.12
C 1.35 1.75 3.97 -0.33
C 1.82 2.97 4.42 -0.93
C 1.59 4.13 3.68 -0.81
C 0.93 4.04 2.47 -0.21
C 0.49 2.80 2.00 -0.48
P -0.31 2.70 0.35 0.55
C -1.75 3.80 0.56 0.48
C -2.30 4.55 -0.48 -0.38
C -3.48 5.25 -0.30 -0.75
C -4.13 5.21 0.93 -0.77
C -3.61 4.45 1.96 -0.71
C -2.43 3.75 1.78 -0.66
C 0.94 3.64 -0.60 0.54
C 2.05 2.89 -0.99 -0.80
C 3.16 3.51 -1.55 -0.67
C 3.16 4.88 -1.75 -0.69
C 2.04 5.62 -1.41 -0.72
C 0.93 5.01 -0.84 -0.33
C 1.07 -1.31 2.93 -0.04
C 0.91 -1.78 4.24 -0.15
C 1.81 -2.64 4.83 -1.01
C 2.93 -3.06 4.13 -0.83
C 3.11 -2.63 2.82 -0.06
C 2.19 -1.79 2.20 -0.46
P 2.40 -1.27 0.44 0.72
C 4.19 -1.56 0.15 0.50
C 5.03 -0.44 0.13 -0.75
C 6.39 -0.58 -0.07 -0.69
C 6.94 -1.84 -0.27 -0.68
C 6.12 -2.96 -0.26 -1.04
C 4.76 -2.82 -0.04 0.12
C 1.60 -2.73 -0.45 0.04
C 1.39 -3.62 -2.93 -0.61
C -0.09 -3.66 -3.01 -0.73
C -0.84 -4.45 -2.24 -0.61
C -0.28 -4.96 -1.00 -0.68
C 1.28 -4.08 0.25 -1.01
H -1.34 0.46 4.43 0.77
H -2.00 -1.02 3.70 0.41
H -2.46 0.56 3.07 0.17
H 1.51 0.87 4.57 0.45
H 2.35 3.04 5.37 0.43
H 1.93 5.09 4.04 0.40
H 0.76 4.93 1.88 0.43
H -1.81 4.59 -1.45 0.39
H -3.91 5.82 -1.11 0.43
H -5.06 5.76 1.06 0.40
H -4.12 4.41 2.92 0.46
H -2.03 3.14 2.58 0.24
H 2.05 1.81 -0.83 0.30
H 4.02 2.92 -1.84 0.51
H 4.03 5.37 -2.16 0.38
H 2.03 6.69 -1.58 0.44
H 0.07 5.61 -0.57 0.45
H 0.05 -1.44 4.81 0.41
H 1.65 -2.98 5.85 0.42
H 3.66 -3.72 4.58 0.42
H 4.00 -2.95 2.30 0.46
H 4.59 0.54 0.28 0.47
H 7.03 0.29 -0.07 0.43
H 8.00 -1.95 -0.44 0.39
H 6.54 -3.94 -0.40 0.45
H 4.14 -3.70 -0.03 0.42
H 1.85 -3.46 -3.90 0.64
H -0.53 -3.14 -3.86 0.40
H -1.91 -4.53 -2.39 0.43
H -0.85 -5.76 -0.53 0.61
H 1.63 -4.31 1.26 0.41
C 0.27 0.00 -4.58 -1.22
C -0.78 1.03 -4.18 -0.37
N -1.86 0.45 -3.37 1.68
C -2.76 -0.36 -4.19 -0.87
C -3.45 -1.49 -3.41 -0.85
C -2.55 1.49 -2.62 -1.53
C -3.47 1.01 -1.50 -1.05
N -2.92 0.08 -0.51 0.88
C -3.75 -0.40 0.43 0.68
C -3.32 -1.44 1.28 -0.86
F -2.11 -2.02 1.04 0.24
C -4.03 -1.92 2.35 -0.03
F -3.46 -2.87 3.11 -0.38
C -5.31 -1.49 2.64 -0.80
C -5.81 -0.53 1.79 0.10
F -7.05 -0.06 2.00 -0.35
C -5.09 0.00 0.73 0.42
F -5.76 0.92 -0.01 -0.38
H 1.18 0.51 -4.91 0.52
H -0.07 -0.64 -5.40 0.41
H 0.52 -0.63 -3.72 0.05
H -1.18 1.52 -5.08 0.28
H -0.29 1.80 -3.58 0.17
H -2.16 -0.82 -4.98 0.43
H -3.52 0.28 -4.67 0.24
H -2.80 -1.83 -2.60 -0.19
H -3.67 -2.33 -4.07 0.47
H -4.39 -1.17 -2.97 0.38
H -3.18 2.10 -3.30 0.41
H -1.80 2.15 -2.19 -0.40
H -4.35 0.57 -1.98 0.65
H -3.81 1.92 -1.00 0.67
H -5.88 -1.87 3.48 0.54
I 3.67 -5.79 -2.73 0.09
C 2.09 -4.56 -2.01 -0.78
C 1.26 -5.14 -0.87 0.61
N -0.16 -3.74 0.06 0.18
N 0.14 -2.49 -0.49 -0.72
C 2.24 -3.09 -1.79 -1.47
H 1.56 -6.14 -0.60 0.73
H -0.88 -3.75 0.79 0.35
H 3.14 -2.56 -2.08 1.03
```

Properties
Highest occupied orbital energy: -6.8 eV
Spin multiplicity: 1
Total energy: -4091.99547 a.u.

No. 7
DFT (ωB97M-V/def2-TZVPD) results for a molecular structure, C16H16ClF3N2O7S at a distorted geometry.

```
46
Properties=species:S:1:pos:R:3:mulliken_charge:R:1
F 5.50 -0.06 -0.10 -0.25
C 5.68 -0.57 -1.33 0.73
F 6.88 -1.24 -1.30 -0.30
F 4.76 -1.54 -1.59 -0.20
C 5.78 0.47 -2.47 -0.36
O 5.11 1.68 -2.23 -0.46
C 3.70 1.52 -2.07 -0.55
C 2.96 1.05 -3.38 -1.09
C 2.18 -0.25 -3.06 0.19
C 2.43 -1.44 -3.69 0.55
Cl 3.65 -1.56 -4.96 -0.22
C 1.69 -2.64 -3.32 -0.67
C 0.74 -2.64 -2.33 -0.70
C 0.42 -1.42 -1.64 0.41
N -0.47 -1.21 -0.65 -0.58
S -0.29 0.37 -0.28 0.23
N 0.83 0.89 -1.32 -0.51
C 1.17 -0.21 -2.02 0.68
H 6.85 0.73 -2.56 0.40
H 5.50 -0.04 -3.41 0.15
H 3.27 2.51 -1.83 0.35
H 3.43 0.88 -1.20 0.44
H 2.20 1.79 -3.69 0.34
H 3.65 0.90 -4.23 0.60
H 1.91 -3.57 -3.86 0.39
H 0.23 -3.58 -2.09 0.40
C -1.26 -0.89 3.55 -0.34
C -1.63 -0.12 4.80 -0.35
O -1.79 1.21 4.30 -0.34
C -2.07 1.13 2.98 0.68
O -2.43 2.04 2.31 -0.54
O -1.91 -0.14 2.52 -0.23
H -1.63 -1.92 3.57 0.31
H -0.19 -0.90 3.37 0.28
H -2.58 -0.45 5.23 0.26
H -0.86 -0.16 5.56 0.30
C -5.47 1.20 2.60 -0.06
C -6.65 1.80 1.89 -0.34
O -7.36 0.65 1.43 -0.33
C -7.01 -0.39 2.23 0.62
O -7.54 -1.46 2.22 -0.53
O -5.98 -0.06 3.05 -0.33
H -5.14 1.81 3.45 0.34
H -4.62 1.03 1.94 0.07
H -7.31 2.37 2.56 0.25
H -6.36 2.44 1.06 0.29
```

Properties
Highest occupied orbital energy: -9.1 eV
Spin multiplicity: 1
Total energy: -2413.48473 a.u.

No. 8
DFT (ωB97M-V/def2-TZVPD) results for 9 unconnected molecules or ions with the total composition C25H63F9N5O10 at a distorted geometry.

```
112
Properties=species:S:1:pos:R:3:mulliken_charge:R:1
N 0.65 0.01 0.17 1.22
H -0.07 -0.58 0.63 0.29
H 0.26 0.94 -0.11 0.22
H 1.15 -0.53 -0.58 0.55
H 1.38 0.28 0.87 0.44
N 4.14 -1.20 -0.18 -0.10
H 3.66 -0.57 0.53 0.12
H 3.38 -1.41 -0.91 0.30
H 4.36 -2.04 0.35 0.39
H 4.95 -0.76 -0.58 0.35
C 3.02 -0.16 2.99 0.86
O 3.49 0.99 3.70 -0.36
O 2.85 0.15 1.72 -0.90
C 3.97 -1.32 3.27 0.35
F 5.22 -1.07 2.81 -0.32
F 4.06 -1.58 4.58 -0.31
F 3.57 -2.45 2.66 -0.26
C 2.90 1.24 4.96 0.17
C 3.48 2.57 5.41 -1.31
H 3.12 3.41 4.81 0.23
H 3.13 2.80 6.43 0.41
H 4.56 2.62 5.42 0.33
H 3.10 0.47 5.70 0.25
H 1.82 1.36 4.82 0.10
H 2.05 -0.44 3.47 -0.50
C -1.79 -2.19 2.51 -0.35
O -0.98 -3.17 3.18 -0.40
O -1.15 -1.65 1.51 -0.80
C -3.09 -2.92 2.18 0.73
F -4.03 -2.03 1.76 -0.23
F -3.02 -3.92 1.28 -0.28
F -3.65 -3.47 3.30 -0.34
C -0.21 -2.66 4.22 0.38
C 0.91 -3.63 4.51 -1.37
H 0.52 -4.58 4.90 0.37
H 1.46 -3.87 3.60 0.24
H 1.60 -3.33 5.29 0.39
H -0.84 -2.56 5.12 0.24
H 0.19 -1.64 4.07 -0.10
H -2.12 -1.44 3.27 0.14
C 2.42 -1.28 -3.00 0.00
O 3.82 -0.97 -3.17 -0.22
O 2.16 -1.55 -1.73 -1.06
C 1.58 -0.11 -3.55 0.71
F 1.43 -0.19 -4.90 -0.34
F 0.33 -0.18 -3.06 -0.19
F 2.04 1.12 -3.26 -0.34
C 4.31 -1.06 -4.47 -0.19
C 5.78 -0.66 -4.46 -1.30
H 5.86 0.42 -4.32 0.29
H 6.33 -1.14 -3.65 0.30
H 6.29 -0.93 -5.38 0.41
H 3.81 -0.41 -5.20 0.26
H 4.22 -2.07 -4.89 0.26
H 2.13 -2.20 -3.56 0.27
C 2.11 3.96 0.87 0.03
O 3.13 3.15 1.42 -0.57
H 1.12 3.72 1.27 -0.36
H 2.26 5.01 1.12 0.40
H 2.06 3.79 -0.22 0.22
H 2.83 2.23 1.49 0.26
C -2.40 -3.21 -1.88 -1.46
C -2.67 -3.17 -3.37 1.00
C -3.49 -4.35 -3.81 -0.85
O -2.70 -5.52 -3.88 -0.31
C -3.43 -6.57 -4.45 -0.77
N -3.45 -1.93 -3.64 -0.80
H -3.29 -3.23 -1.26 0.40
H -1.78 -2.37 -1.53 0.13
H -1.76 -4.06 -1.64 0.37
H -1.73 -3.14 -3.93 0.21
H -3.92 -4.14 -4.81 0.36
H -4.37 -4.52 -3.17 0.34
H -3.83 -6.30 -5.43 0.32
H -4.21 -6.92 -3.77 0.29
H -2.72 -7.37 -4.66 0.25
H -3.43 -1.75 -4.64 0.30
H -2.95 -1.19 -3.17 0.20
C -2.39 2.96 -2.05 -1.78
C -0.89 2.75 -1.88 1.78
C -0.02 3.87 -2.40 -0.96
O -0.42 4.38 -3.63 -0.37
C 0.52 5.25 -4.18 -0.76
N -0.55 2.44 -0.48 -0.92
H -2.69 3.70 -1.29 0.31
H -2.91 2.04 -1.78 0.39
H -2.77 3.20 -3.04 0.40
H -0.63 1.87 -2.47 -0.55
H 1.05 3.59 -2.40 0.41
H -0.01 4.67 -1.63 0.40
H 0.57 6.21 -3.64 0.31
H 0.24 5.45 -5.22 0.29
H 1.54 4.85 -4.19 0.29
H -0.40 3.33 -0.01 0.29
H -1.42 2.07 -0.05 -0.36
C -1.43 2.07 2.96 -1.44
C -2.78 1.56 2.49 1.24
C -3.86 2.62 2.54 -1.33
O -5.06 2.06 2.09 -0.25
C -6.07 2.98 1.85 -0.84
N -2.67 1.08 1.10 -0.27
H -1.49 2.32 4.02 0.55
H -1.15 2.96 2.39 0.19
H -0.68 1.29 2.85 0.14
H -3.14 0.75 3.13 0.27
H -3.55 3.50 1.95 0.38
H -3.97 2.97 3.58 0.45
H -6.31 3.57 2.76 0.32
H -6.99 2.42 1.69 0.25
H -5.87 3.71 1.05 0.30
H -2.16 0.18 1.19 -0.48
H -3.59 0.78 0.78 0.36
```

Properties
Highest occupied orbital energy: -5.4 eV
Charge: -1
Spin multiplicity: 1
Total energy: -2915.36492 a.u.